No. 1
C21H43N2OP3STc as an isolated structure in a non-equilibrium geometry, computed with the ωB97M-V functional and the def2-TZVPD basis.

Each line ends with the Mulliken charge.
Cartesian coordinates (Å):
Tc 0.076 -0.536 -0.619  0.180
P 0.521 -0.677 1.584  0.690
P 2.143 -0.671 -1.441  1.638
P -0.804 -2.752 -0.355  1.161
H -2.272 0.980 -1.830  0.458
C -2.343 0.187 -1.076  -0.755
C -2.081 0.434 0.277  -0.621
H -1.802 1.441 0.617  0.040
C 0.818 0.854 2.537  -1.153
C 2.043 -1.587 2.067  -1.273
C -0.629 -1.466 2.778  -1.319
C 2.368 0.063 -3.116  -1.308
C 3.532 0.161 -0.571  -1.910
C 2.853 -2.330 -1.692  -1.720
C -2.440 -2.866 0.478  -1.513
C 0.255 -4.028 0.419  -1.340
C -1.221 -3.707 -1.868  -1.182
H -2.958 -0.668 -1.371  0.328
H -2.568 -0.176 1.048  0.696
H -0.012 1.557 2.419  0.354
H 1.732 1.356 2.206  0.273
H 0.914 0.588 3.599  0.692
H 2.940 -1.140 1.632  0.322
H 1.995 -2.638 1.770  0.339
H 2.120 -1.533 3.160  0.507
H -1.648 -1.096 2.644  0.357
H -0.304 -1.207 3.793  0.622
H -0.631 -2.556 2.679  0.422
H 2.232 -0.718 -3.876  0.318
H 3.396 0.458 -3.167  0.639
H 1.640 0.869 -3.292  0.417
H 4.398 -0.516 -0.554  0.467
H 3.293 0.445 0.463  0.457
H 3.831 1.048 -1.147  0.613
H 3.823 -2.223 -2.183  0.567
H 2.212 -2.928 -2.344  0.423
H 3.000 -2.849 -0.741  0.423
H -2.880 -3.828 0.195  0.491
H -3.106 -2.062 0.148  0.391
H -2.362 -2.834 1.567  0.385
H -0.182 -5.001 0.162  0.533
H 0.295 -3.943 1.508  0.416
H 1.262 -3.978 -0.014  0.333
H -1.589 -4.687 -1.534  0.706
H -0.336 -3.855 -2.504  0.334
H -2.009 -3.198 -2.440  0.150
C -0.923 -1.610 -4.519  0.896
C 0.072 -1.422 -5.495  -0.475
C -0.098 -2.009 -6.756  -0.607
C -1.227 -2.784 -7.037  -0.497
C -2.245 -2.895 -6.090  -0.637
C -2.101 -2.286 -4.854  -0.148
O -0.924 -1.068 -3.262  -0.106
H -0.031 -0.998 -2.683  -0.378
H 0.922 -0.795 -5.289  0.398
H 0.654 -1.859 -7.530  0.480
H -1.325 -3.277 -8.011  0.476
H -3.159 -3.457 -6.290  0.455
H -2.889 -2.317 -4.113  0.536
C -1.297 3.988 0.640  -0.875
N 0.145 3.806 0.781  0.258
C 0.959 4.531 1.649  -0.093
C 2.237 4.102 1.454  -0.635
N 2.188 3.116 0.469  0.256
C 0.890 2.912 0.078  -0.280
S 0.275 1.901 -1.166  -0.298
H -1.576 3.815 -0.411  0.342
H -1.838 3.282 1.288  0.406
H -1.535 5.013 0.954  0.383
H 0.547 5.277 2.305  0.520
H 3.164 4.418 1.901  0.481
H 2.978 2.627 0.069  0.093

The expectation value of S² is 3.786. The energy above the lowest of the compared OMol25 structures with the same formula, charge and spin is 1.691 eV. Its LUMO energy (spin up / spin down) is -13.842 / -14.893 eV. The calculation puts the calculated total energy at -2512.2195 a.u. As for the molecular weight: 562.6 u. The spin multiplicity is 4. The net charge is +4. Its HOMO energy (spin up / spin down) is -19.84 / -19.86 eV.

=====

No. 2
C21H43N2P3RuS as an isolated structure in a non-equilibrium geometry, computed with the ωB97M-V functional and the def2-TZVPD basis.

Each line ends with the Mulliken charge.
Cartesian coordinates (Å):
Ru -0.398 0.478 0.384  -0.157
P 1.394 1.614 1.092  1.341
P -1.549 0.717 2.222  1.268
P -1.303 2.306 -0.521  0.891
H -0.353 -2.347 -5.398  0.271
C -0.096 -1.275 -5.397  -0.098
C 1.169 -0.911 -5.651  -0.994
H 2.022 -1.611 -5.703  0.443
C 2.842 0.664 1.653  -1.353
C 1.245 2.816 2.466  -1.400
C 2.192 2.599 -0.219  -1.286
C -3.016 -0.363 2.069  -1.255
C -0.905 0.187 3.855  -1.432
C -2.353 2.263 2.789  -1.561
C -0.647 2.388 -2.217  -1.068
C -1.260 4.009 0.176  -1.300
C -3.104 2.063 -0.797  -1.249
H -0.942 -0.570 -5.478  0.328
H 1.424 0.104 -6.020  0.476
H 2.997 -0.175 0.971  0.349
H 2.725 0.279 2.671  0.354
H 3.738 1.298 1.626  0.539
H 0.897 2.336 3.386  0.267
H 0.554 3.630 2.231  0.328
H 2.221 3.269 2.683  0.497
H 2.422 1.920 -1.051  0.235
H 3.134 3.025 0.158  0.539
H 1.547 3.411 -0.580  0.308
H -3.697 -0.167 2.912  0.455
H -2.674 -1.404 2.092  0.364
H -3.515 -0.167 1.112  0.264
H -1.532 0.591 4.664  0.534
H 0.126 0.523 4.001  0.293
H -0.935 -0.907 3.894  0.454
H -2.916 2.030 3.709  0.615
H -3.053 2.660 2.044  0.406
H -1.604 3.027 3.026  0.393
H -1.205 3.139 -2.791  0.566
H -0.783 1.408 -2.688  0.344
H 0.428 2.612 -2.213  0.361
H -1.861 4.673 -0.461  0.515
H -0.234 4.392 0.206  0.350
H -1.670 4.056 1.192  0.302
H -3.416 2.694 -1.643  0.521
H -3.726 2.301 0.080  0.312
H -3.263 1.010 -1.063  0.292
C 1.594 -1.577 -2.644  0.489
C 0.255 -1.162 -2.500  0.439
C -0.795 -2.068 -2.592  -0.420
C -0.505 -3.437 -2.548  -0.598
C 0.826 -3.873 -2.446  -0.543
C 1.874 -2.950 -2.451  -0.623
S 2.738 -0.468 -3.395  0.094
H 1.928 0.371 -4.068  0.217
H 0.054 -0.099 -2.571  -0.725
H -1.829 -1.750 -2.788  0.338
H -1.340 -4.130 -2.639  0.501
H 1.027 -4.950 -2.427  0.544
H 2.912 -3.265 -2.438  0.558
C 1.656 -3.844 3.441  -0.854
N 1.015 -3.119 2.359  0.095
C 0.371 -3.695 1.284  -0.771
C -0.198 -2.674 0.576  -1.193
N 0.164 -1.480 1.160  0.908
C 0.876 -1.772 2.251  -0.875
H 1.033 -4.702 3.742  0.356
H 2.639 -4.217 3.118  0.344
H 1.776 -3.163 4.292  0.307
H 0.331 -4.751 1.131  0.537
H -0.783 -2.708 -0.320  0.783
H 1.314 -1.111 3.002  0.466

The expectation value of S² is 8.778. The energy above the lowest of the compared OMol25 structures with the same formula, charge and spin is 2.519 eV. Its LUMO energy (spin up / spin down) is -9.110 / -13.371 eV. The calculation puts the calculated total energy at -2451.4210 a.u. As for the molecular weight: 549.6 u. The spin multiplicity is 6. The net charge is +3. Its HOMO energy (spin up / spin down) is -13.79 / -16.53 eV.

=====

No. 3
A 10-piece molecular cluster, C21H43NO37S9 overall in a non-equilibrium geometry, computed with the ωB97M-V functional and the def2-TZVPD basis.

Each line ends with the Mulliken charge.
Cartesian coordinates (Å):
C 9.608 -26.287 -23.853  -0.262
C 8.373 -25.450 -23.846  -0.077
O 8.635 -24.273 -23.191  -0.242
S 9.990 -24.332 -22.248  0.758
O 9.478 -24.663 -20.900  -0.207
O 10.939 -23.239 -22.457  -0.572
O 10.527 -25.727 -22.918  -0.327
H 9.943 -26.327 -24.889  0.369
H 9.403 -27.324 -23.586  0.160
H 7.599 -26.057 -23.377  -0.032
H 8.160 -25.212 -24.888  0.418
C 1.726 -23.826 -24.241  -0.339
C 1.835 -22.449 -23.449  -0.380
O 3.201 -22.305 -23.268  -0.292
S 3.987 -23.685 -22.937  1.047
O 4.165 -23.887 -21.494  -0.307
O 5.188 -23.712 -23.843  -0.568
O 2.756 -24.584 -23.668  -0.368
H 1.921 -23.645 -25.298  0.290
H 0.727 -24.258 -24.193  0.330
H 1.143 -22.459 -22.607  0.272
H 1.480 -21.602 -24.037  0.328
C 7.270 -21.702 -20.578  0.997
C 8.040 -20.593 -19.906  -0.268
O 7.230 -19.430 -20.090  -0.369
S 6.315 -19.560 -21.477  1.011
O 6.599 -18.479 -22.480  -0.539
O 4.951 -19.792 -21.096  -0.515
O 6.916 -21.094 -21.802  -0.312
H 6.477 -22.110 -19.951  -0.203
H 7.953 -22.511 -20.838  -0.438
H 9.031 -20.469 -20.342  0.381
H 8.106 -20.875 -18.855  0.245
C 2.086 -28.749 -18.823  -0.091
C 1.523 -27.598 -18.061  0.276
O 1.817 -27.784 -16.695  -0.278
S 2.017 -29.417 -16.411  1.065
O 0.753 -29.926 -15.917  -0.547
O 3.280 -29.596 -15.685  -0.485
O 2.206 -29.908 -17.989  -0.317
H 3.009 -28.568 -19.374  -0.164
H 1.399 -29.111 -19.588  0.375
H 0.447 -27.509 -18.212  0.342
H 1.966 -26.679 -18.446  -0.132
C 9.323 -25.276 -15.875  0.325
C 9.122 -23.815 -16.182  0.038
O 10.404 -23.285 -16.320  -0.405
S 11.461 -24.354 -16.870  1.014
O 12.827 -23.980 -16.422  -0.575
O 11.149 -24.533 -18.311  -0.356
O 10.705 -25.428 -15.895  -0.425
H 9.084 -25.888 -16.745  -0.257
H 8.766 -25.703 -15.041  0.494
H 8.621 -23.376 -15.319  0.377
H 8.435 -23.572 -16.992  -0.157
C 5.572 -26.784 -20.293  -0.507
C 6.559 -25.740 -19.786  1.052
O 6.984 -25.993 -18.436  0.017
S 6.349 -27.461 -17.928  0.881
O 5.261 -27.307 -16.993  -0.634
O 7.410 -28.417 -17.557  -0.229
O 5.848 -27.941 -19.486  -0.400
H 5.957 -27.087 -21.267  0.348
H 4.513 -26.600 -20.472  0.193
H 6.089 -24.777 -19.987  -0.368
H 7.489 -25.850 -20.344  -0.370
C 3.225 -24.313 -17.393  -0.020
C 2.812 -23.310 -16.315  -0.529
O 3.938 -22.555 -16.088  -0.435
S 5.371 -23.065 -16.811  1.154
O 5.990 -23.997 -15.886  -0.569
O 6.130 -21.937 -17.367  -0.516
O 4.435 -23.825 -17.929  -0.203
H 2.507 -24.448 -18.202  0.413
H 3.312 -25.304 -16.947  -0.021
H 2.420 -23.751 -15.398  0.350
H 1.972 -22.734 -16.704  0.271
C 11.910 -30.244 -20.613  -0.331
C 10.428 -30.870 -20.614  -0.259
O 9.710 -29.845 -19.956  -0.027
S 10.230 -28.309 -20.240  1.040
O 10.400 -27.655 -18.924  -0.541
O 9.330 -27.693 -21.276  -0.473
O 11.610 -28.879 -20.949  -0.374
H 12.724 -30.616 -21.235  0.353
H 12.246 -30.290 -19.578  0.136
H 10.407 -31.688 -19.894  0.201
H 9.948 -31.070 -21.572  0.275
C 7.073 -32.052 -18.445  0.101
C 6.024 -31.259 -19.286  0.198
O 5.573 -32.198 -20.234  -0.377
S 5.382 -33.692 -19.568  1.104
O 6.017 -34.743 -20.312  -0.527
O 3.975 -33.921 -19.232  -0.517
O 6.382 -33.265 -18.299  -0.407
H 7.413 -31.593 -17.516  0.089
H 7.937 -32.245 -19.081  0.097
H 6.442 -30.321 -19.652  0.020
H 5.271 -30.985 -18.548  0.216
C 9.666 -28.741 -15.499  -0.758
C 9.710 -30.217 -15.973  0.780
O 9.008 -31.062 -15.525  -0.222
N 10.733 -30.609 -16.790  0.004
C 11.141 -32.006 -17.135  -0.953
H 10.153 -28.615 -14.531  0.502
H 8.619 -28.459 -15.392  0.206
H 10.067 -28.116 -16.296  0.096
H 11.500 -29.956 -16.873  0.309
H 11.781 -32.499 -16.403  0.403
H 11.812 -32.043 -17.993  0.298
H 10.323 -32.709 -17.294  0.357

The expectation value of S² is 0.763. Its LUMO energy (spin up / spin down) is -3.446 / -8.796 eV. The calculation puts the calculated total energy at -7247.5360 a.u. As for the molecular weight: 1190.1 u. The spin multiplicity is 2. The net charge is +1. Its HOMO energy (spin up / spin down) is -12.43 / -12.43 eV.

=====

No. 4
C21H44Cl19FNO3PS as an isolated structure, computed with the ωB97M-V functional and the def2-TZVPD basis.

Each line ends with the Mulliken charge.
Cartesian coordinates (Å):
C -3.465 3.316 -0.977  -1.366
C -1.940 3.520 -0.959  1.408
C -1.591 4.982 -0.660  -0.740
Cl -1.717 5.913 -2.177  -0.102
N -0.231 5.120 -0.028  0.523
P -0.190 4.224 1.459  -0.175
O 0.307 2.846 1.341  -0.348
S 0.371 6.662 0.139  1.034
O -0.652 7.602 0.418  -0.579
O 1.565 6.583 0.900  -0.584
F 0.825 6.909 -1.328  -0.123
H -3.785 2.666 -0.161  0.339
H -4.005 4.262 -0.882  0.369
H -3.789 2.860 -1.912  0.343
H -1.531 3.273 -1.938  -0.070
H -1.473 2.827 -0.257  -0.785
H -2.335 5.434 0.000  0.575
H -1.526 4.324 1.883  0.084
H 0.525 5.030 2.344  0.138
Cl -1.492 0.273 0.424  -0.213
C -0.052 0.065 1.464  0.123
C -0.153 -1.136 2.362  -0.213
Cl -1.418 -0.926 3.620  -0.294
H 0.064 0.988 2.014  0.002
H 0.803 -0.055 0.800  0.292
H 0.790 -1.272 2.890  -0.157
H -0.394 -2.046 1.818  0.559
Cl 0.708 3.702 -3.355  -0.051
C 1.902 4.977 -3.696  -0.321
C 2.335 4.971 -5.141  -0.576
Cl 3.288 3.519 -5.555  -0.205
H 2.744 4.822 -3.025  0.274
H 1.429 5.931 -3.467  0.170
H 2.970 5.833 -5.336  0.414
H 1.476 5.002 -5.808  0.314
Cl 5.810 2.312 -1.907  -0.191
C 5.341 3.010 -0.334  -0.554
C 4.042 2.441 0.179  -0.583
Cl 2.656 2.928 -0.827  0.024
H 5.271 4.087 -0.464  0.327
H 6.142 2.786 0.369  0.378
H 3.857 2.811 1.187  0.258
H 4.066 1.354 0.198  0.323
Cl 0.646 2.688 4.780  -0.159
C 0.738 1.180 5.729  -0.112
C 2.162 0.718 5.896  -0.544
Cl 2.883 0.220 4.340  -0.126
H 0.141 0.436 5.206  -0.133
H 0.293 1.376 6.702  0.394
H 2.187 -0.149 6.554  0.294
H 2.789 1.504 6.310  0.358
Cl -5.946 -4.728 4.999  -0.196
C -4.330 -3.981 5.129  -0.453
C -3.617 -3.933 3.803  -0.158
Cl -3.175 -5.565 3.229  -0.179
H -3.765 -4.551 5.861  0.333
H -4.475 -2.966 5.496  0.314
H -2.694 -3.365 3.903  -0.026
H -4.233 -3.471 3.036  0.359
Cl -4.020 -10.208 0.493  -0.193
C -5.134 -9.336 1.581  -0.419
C -4.453 -8.867 2.840  -0.228
Cl -3.987 -10.224 3.901  -0.193
H -5.962 -10.003 1.804  0.328
H -5.505 -8.472 1.032  0.292
H -5.131 -8.233 3.408  0.270
H -3.552 -8.305 2.614  0.139
Cl -0.324 1.216 -8.662  -0.212
C 0.879 1.639 -7.410  -0.282
C 0.869 0.669 -6.257  -0.285
Cl -0.625 0.783 -5.296  -0.158
H 0.661 2.648 -7.073  0.099
H 1.857 1.626 -7.888  0.336
H 1.694 0.906 -5.587  0.202
H 0.961 -0.360 -6.597  0.286
Cl 0.723 -2.927 -5.201  -0.168
C -0.657 -3.979 -4.784  -0.451
C -1.981 -3.269 -4.896  -0.480
Cl -2.171 -2.003 -3.660  -0.140
H -0.492 -4.342 -3.772  0.331
H -0.637 -4.820 -5.475  0.298
H -2.784 -3.990 -4.747  0.313
H -2.099 -2.797 -5.869  0.309
Cl 5.022 -3.414 0.374  -0.176
C 5.042 -3.225 2.146  -0.398
C 3.775 -3.730 2.788  -0.536
Cl 2.368 -2.715 2.371  -0.100
H 5.196 -2.171 2.362  0.265
H 5.889 -3.796 2.521  0.325
H 3.880 -3.698 3.871  0.253
H 3.547 -4.747 2.478  0.368

Its LUMO energy is 0.222 eV. The calculation puts the calculated total energy at -10690.1338 a.u. As for the molecular weight: 1114.2 u. The net charge is 0. Its HOMO energy is -10.13 eV.

=====

Question: Which of these has the lowest molecular weight?
Answer: C21H43N2P3RuS

=====

Question: Number 1 is which compound?
Answer: C21H43N2OP3STc

=====

Question: calculated total energy of number 1 (C21H43N2OP3STc)?
Answer: -2512.2195 a.u.